1.
{"formula": "C31H34F3N3O2", "method": "ωB97M-V/def2-TZVPD", "multiplicity": 1, "total_energy_ha": -1815.93211, "total_charge": 0, "homo_ha": -0.2725, "homo_lumo_gap_ev": 7.008, "de_lowest_kcal_mol": 8.2, "species": ["F", "F", "F", "O", "O", "N", "N", "N", "C", "C", "C", "C", "C", "C", "C", "C", "C", "C", "C", "C", "C", "C", "C", "C", "C", "C", "C", "C", "C", "C", "C", "C", "C", "C", "C", "C", "C", "C", "C", "H", "H", "H", "H", "H", "H", "H", "H", "H", "H", "H", "H", "H", "H", "H", "H", "H", "H", "H", "H", "H", "H", "H", "H", "H", "H", "H", "H", "H", "H", "H", "H", "H", "H"], "coordinates": [[-1.181, 4.568, -3.978], [0.608, 3.399, -3.359], [-1.254, 3.369, -2.132], [-0.238, 0.965, -2.427], [-2.901, -0.115, 5.097], [-0.885, -0.889, 4.284], [4.943, -2.845, -3.763], [-0.967, -0.118, 2.152], [-0.780, 3.383, -3.429], [-0.112, -0.952, 3.060], [2.118, -0.504, -3.174], [-1.881, 2.057, 3.024], [0.038, -2.401, 2.577], [-2.068, 0.542, 2.872], [-4.055, 3.672, 5.721], [-5.301, 3.710, 5.077], [-1.600, 2.176, -5.555], [0.305, -0.524, -1.315], [1.581, -0.956, -1.934], [-0.755, 0.080, 0.842], [2.387, -1.926, -1.261], [6.255, -2.222, -3.871], [-3.058, 2.711, 3.725], [-2.039, -0.163, 4.222], [-1.170, -0.235, -4.188], [-1.863, 0.947, -6.182], [-4.299, 2.768, 3.080], [3.887, -2.182, -3.143], [-1.215, 2.192, -4.219], [-2.934, 3.190, 5.036], [-1.647, -0.235, -5.476], [4.987, -4.306, -3.806], [3.434, -2.589, -1.872], [0.329, -0.384, 0.094], [-0.522, -1.626, 5.469], [3.239, -1.075, -3.757], [-0.898, 0.983, -3.541], [-5.422, 3.270, 3.752], [1.264, -0.322, 3.293], [3.936, -3.416, -1.365], [-1.819, -1.200, -5.929], [5.410, -4.746, -2.872], [-1.482, 0.706, 0.304], [6.163, -1.122, -3.909], [0.370, -2.432, 1.535], [0.786, -2.905, 3.199], [3.600, -0.729, -4.732], [-0.931, -1.155, -3.669], [1.636, 0.324, -3.699], [-6.391, 3.295, 3.245], [-6.177, 4.090, 5.609], [-0.715, -2.700, 5.344], [1.161, 0.659, 3.775], [-0.914, -2.934, 2.681], [6.739, -2.601, -4.791], [-3.049, 0.336, 2.398], [-3.955, 3.996, 6.761], [1.832, -0.982, 3.956], [-1.755, 2.482, 2.013], [5.626, -4.604, -4.658], [2.140, -2.257, -0.244], [-1.110, -1.267, 6.316], [-1.680, 3.134, -6.071], [-1.955, 3.165, 5.520], [1.260, -0.672, 0.615], [6.902, -2.504, -2.999], [3.966, -4.693, -3.959], [-0.716, -0.555, -1.856], [1.819, -0.214, 2.358], [-0.958, 2.246, 3.599], [-4.380, 2.416, 2.047], [0.539, -1.485, 5.694], [-2.233, 0.914, -7.209]], "forces_ev_per_angstrom": [[0.4, -0.7, 0.4], [-1.4, 0.6, 0.1], [0.5, 0.4, -1.4], [0.8, 2.7, 0.9], [1.1, 0.1, -1.0], [-0.6, 0.4, 0.2], [0.6, -0.4, -1.1], [0.1, 0.3, 0.0], [0.4, 0.4, 0.2], [0.2, 0.3, -0.3], [-0.8, 0.2, 0.2], [0.1, 0.4, 0.0], [-0.2, 0.1, 0.0], [-0.4, -0.3, 0.0], [-0.1, -0.1, -0.3], [0.3, -0.1, -0.1], [-0.3, -0.3, 0.2], [-1.9, -0.2, -1.3], [1.4, -0.7, -0.5], [0.7, -0.6, -0.5], [-1.2, 0.0, 0.1], [0.0, -0.1, 0.2], [-0.1, 0.0, 0.1], [-0.7, -0.4, 0.7], [-0.1, 0.3, -0.2], [0.0, 0.6, -0.1], [-0.1, 0.2, 0.4], [-0.7, 0.6, 0.6], [0.6, -0.5, 0.8], [-0.3, -0.1, -0.2], [-0.2, 0.0, -0.1], [-0.1, 0.4, 0.4], [0.4, 0.4, -0.7], [-0.3, 0.6, 0.8], [0.2, -0.4, 0.1], [0.5, -0.9, 0.5], [0.3, -1.2, -0.5], [0.3, -0.1, 0.1], [0.0, 0.1, 0.0], [-0.1, 0.3, -0.1], [-0.1, 0.0, -0.3], [-0.2, 0.1, -0.5], [-0.1, -0.5, 0.4], [0.1, -0.5, 0.0], [-0.1, -0.1, 0.2], [-0.1, 0.1, -0.1], [-0.2, -0.1, 0.4], [0.0, -0.1, -0.2], [0.0, -0.4, 0.3], [0.4, 0.0, 0.2], [0.3, -0.2, -0.2], [0.0, 0.2, 0.1], [0.0, -0.2, -0.2], [0.1, 0.1, -0.1], [-0.1, 0.4, 0.4], [0.5, 0.0, 0.1], [-0.1, 0.0, -0.4], [0.0, 0.2, -0.1], [0.0, -0.1, 0.3], [-0.3, 0.1, 0.4], [-0.2, 0.1, -0.5], [0.0, 0.0, -0.2], [-0.2, -0.3, 0.0], [-0.3, 0.0, -0.1], [-0.8, 0.3, -0.5], [-0.3, 0.3, -0.5], [0.4, 0.1, 0.1], [2.1, -1.7, 1.7], [0.0, 0.0, 0.3], [-0.2, 0.0, -0.3], [-0.1, 0.1, 0.3], [-0.1, 0.0, 0.0], [0.2, 0.1, 0.3]]}



2.
{"formula": "C31H34IN2O2PTl", "method": "ωB97M-V/def2-TZVPD", "multiplicity": 1, "total_energy_ha": -2273.29214, "total_charge": -1, "homo_ha": -0.1282, "homo_lumo_gap_ev": 5.585, "de_lowest_kcal_mol": 10.0, "species": ["Tl", "I", "P", "O", "O", "N", "N", "C", "C", "C", "C", "C", "C", "C", "C", "C", "C", "C", "C", "C", "C", "C", "C", "C", "C", "C", "C", "C", "C", "C", "C", "C", "C", "C", "C", "C", "C", "C", "H", "H", "H", "H", "H", "H", "H", "H", "H", "H", "H", "H", "H", "H", "H", "H", "H", "H", "H", "H", "H", "H", "H", "H", "H", "H", "H", "H", "H", "H", "H", "H", "H", "H"], "coordinates": [[-0.698, -1.417, -1.082], [-6.422, 1.700, 0.039], [-0.268, 1.610, -0.252], [-1.946, -0.266, 0.834], [-1.931, 0.266, 3.017], [1.606, -1.943, -0.431], [-4.132, -1.614, -1.416], [-6.225, -2.547, -0.734], [-0.712, 1.648, 1.518], [-2.990, 2.749, -3.088], [3.416, -3.174, -1.618], [-0.317, -2.840, 3.975], [3.135, -2.429, 1.472], [2.075, 5.018, 0.186], [2.684, -1.837, -1.410], [-6.686, -1.294, -0.362], [3.005, 3.697, -1.589], [2.187, -2.863, 3.649], [-4.565, -0.415, -1.043], [1.082, 4.069, 0.370], [-1.970, 2.121, -2.383], [0.907, -2.694, 3.107], [4.680, -2.888, 3.388], [2.022, -1.481, -2.745], [-5.837, -0.215, -0.522], [3.039, 4.836, -0.799], [3.702, -0.702, -1.129], [-2.446, 3.473, -0.469], [2.012, 2.744, -1.391], [-3.743, 3.741, -2.478], [3.289, -2.727, 2.823], [-4.942, -2.653, -1.254], [1.862, -2.240, 0.872], [0.766, -2.391, 1.770], [-1.676, 2.478, -1.068], [-1.607, 0.431, 1.848], [1.030, 2.920, -0.420], [-3.468, 4.101, -1.165], [-0.249, -2.254, 1.401], [1.519, -0.511, -2.677], [3.819, 5.574, -0.940], [4.109, -0.310, -2.066], [-0.936, -1.943, 3.934], [3.783, -3.584, -0.678], [-2.256, 3.762, 0.557], [4.643, -3.177, 4.439], [2.103, 5.900, 0.814], [5.247, -1.956, 3.316], [-6.842, -3.427, -0.612], [-1.397, 1.332, -2.859], [5.243, -3.652, 2.846], [4.266, -3.052, -2.298], [-0.038, -3.027, 5.013], [0.197, 1.615, 2.122], [1.279, -2.235, -3.018], [3.207, 0.114, -0.599], [2.003, 1.844, -1.995], [-1.267, 2.540, 1.808], [-4.549, 4.224, -3.017], [0.340, 4.222, 1.145], [2.762, -1.419, -3.546], [4.033, -2.334, 0.886], [-0.937, -3.676, 3.639], [2.730, -3.904, -2.054], [-3.866, 0.411, -1.135], [-4.542, -3.620, -1.537], [2.311, -3.097, 4.700], [-4.058, 4.867, -0.677], [4.549, -1.022, -0.528], [-3.203, 2.452, -4.107], [-7.676, -1.163, 0.053], [3.760, 3.537, -2.348]], "forces_ev_per_angstrom": [[-0.1, 0.0, -0.1], [0.0, 0.1, 0.0], [0.2, 0.0, -0.2], [0.0, 0.0, 0.0], [-0.1, 0.0, 0.3], [0.0, 0.0, 0.2], [-0.1, 0.0, 0.0], [0.1, 0.0, 0.0], [0.1, 0.1, 0.0], [0.0, 0.0, 0.0], [0.0, 0.0, 0.0], [0.0, 0.0, 0.0], [-0.1, 0.0, 0.1], [0.0, 0.0, 0.0], [0.0, 0.1, 0.0], [0.0, 0.0, 0.0], [0.0, 0.0, 0.0], [-0.1, 0.0, 0.0], [0.2, 0.1, 0.1], [0.0, 0.0, 0.0], [0.0, 0.0, 0.0], [0.0, 0.0, 0.0], [0.0, 0.0, 0.0], [0.0, 0.0, -0.1], [0.1, -0.1, 0.0], [0.0, 0.0, 0.0], [0.0, 0.0, 0.1], [0.0, 0.0, 0.0], [0.0, 0.0, -0.1], [0.0, 0.0, 0.0], [0.1, 0.0, 0.0], [-0.1, 0.0, 0.1], [0.1, -0.1, 0.1], [-0.1, 0.0, -0.1], [0.0, 0.0, 0.0], [0.0, -0.1, -0.3], [-0.1, 0.1, 0.1], [0.0, 0.0, 0.0], [0.0, 0.0, 0.0], [0.0, 0.0, 0.0], [0.0, 0.0, 0.0], [0.0, 0.0, 0.0], [0.0, 0.1, 0.0], [0.0, 0.0, -0.1], [0.0, 0.0, 0.0], [0.0, 0.0, 0.0], [0.0, 0.0, 0.0], [0.0, 0.0, 0.0], [0.0, 0.0, 0.0], [0.0, 0.0, 0.0], [0.0, 0.0, 0.0], [0.0, 0.0, 0.0], [0.0, 0.0, 0.0], [0.0, 0.0, 0.0], [0.0, 0.0, 0.0], [0.0, 0.0, 0.0], [0.0, 0.0, 0.0], [0.1, 0.0, 0.1], [0.0, 0.0, 0.0], [0.0, 0.0, 0.0], [0.0, 0.0, 0.0], [0.1, 0.0, 0.0], [0.0, 0.0, 0.0], [0.0, 0.0, 0.0], [0.0, -0.1, 0.0], [0.0, 0.0, 0.0], [0.0, 0.0, 0.0], [0.0, 0.0, 0.0], [0.0, 0.0, 0.1], [0.0, 0.0, 0.0], [0.0, 0.0, 0.0], [0.0, 0.0, 0.0]]}



3.
{"formula": "C31H34Li2O15S", "method": "ωB97M-V/def2-TZVPD", "multiplicity": 1, "total_energy_ha": -2743.36556, "total_charge": 0, "homo_ha": -0.2787, "homo_lumo_gap_ev": 6.148, "de_lowest_kcal_mol": 12.0, "species": ["S", "O", "O", "O", "O", "O", "O", "O", "O", "O", "O", "O", "O", "O", "O", "O", "C", "C", "C", "C", "C", "C", "C", "C", "C", "C", "C", "C", "C", "C", "C", "C", "C", "C", "C", "C", "C", "C", "C", "C", "C", "C", "C", "C", "C", "C", "C", "Li", "Li", "H", "H", "H", "H", "H", "H", "H", "H", "H", "H", "H", "H", "H", "H", "H", "H", "H", "H", "H", "H", "H", "H", "H", "H", "H", "H", "H", "H", "H", "H", "H", "H", "H", "H"], "coordinates": [[39.172, 36.031, 49.318], [36.238, 33.584, 50.117], [39.077, 37.736, 52.902], [40.800, 38.508, 47.292], [35.910, 37.321, 49.704], [37.614, 29.855, 45.013], [40.202, 35.102, 48.978], [39.692, 36.607, 50.561], [37.871, 35.444, 49.612], [37.747, 33.774, 56.468], [41.513, 43.898, 48.705], [38.107, 29.405, 53.370], [40.795, 34.004, 46.862], [36.553, 42.689, 50.918], [38.916, 37.121, 48.467], [41.821, 34.209, 50.529], [40.543, 40.251, 48.838], [41.913, 42.030, 47.102], [41.013, 39.770, 47.625], [38.056, 34.731, 55.576], [38.522, 31.361, 51.965], [35.306, 40.920, 49.602], [36.470, 41.411, 50.376], [38.080, 34.459, 54.227], [40.597, 41.607, 49.292], [42.235, 32.900, 50.183], [35.766, 31.730, 51.590], [38.126, 32.394, 51.116], [36.021, 38.645, 49.763], [37.406, 40.424, 50.859], [37.687, 30.494, 52.576], [36.695, 32.583, 50.984], [38.111, 31.338, 46.725], [39.161, 31.567, 44.574], [38.600, 37.069, 55.092], [38.205, 30.983, 45.381], [38.322, 35.431, 53.308], [35.095, 39.567, 49.315], [37.214, 39.173, 50.458], [38.265, 36.037, 56.042], [39.900, 33.030, 46.401], [41.324, 42.559, 48.401], [38.891, 32.482, 47.208], [38.641, 36.777, 53.717], [36.240, 30.731, 52.393], [40.032, 32.661, 45.159], [41.696, 40.667, 46.752], [37.969, 37.285, 46.882], [41.468, 36.200, 50.827], [37.343, 30.979, 47.417], [38.247, 40.737, 51.641], [38.098, 34.055, 57.372], [38.320, 35.128, 52.249], [34.600, 41.801, 49.354], [42.142, 40.203, 45.775], [39.991, 38.260, 47.799], [42.942, 32.456, 50.875], [40.226, 41.839, 50.312], [39.174, 37.599, 52.015], [39.840, 39.698, 49.589], [38.799, 33.088, 50.632], [39.398, 31.344, 43.642], [38.005, 29.173, 44.744], [37.793, 38.374, 50.689], [39.765, 31.218, 52.109], [34.772, 32.111, 51.551], [41.569, 32.231, 49.873], [40.975, 34.432, 50.050], [42.639, 32.946, 49.171], [38.817, 29.912, 53.851], [38.350, 36.432, 56.974], [36.501, 36.662, 50.032], [34.224, 39.361, 48.863], [42.161, 42.762, 46.309], [38.728, 38.165, 55.476], [36.839, 34.350, 49.768], [38.646, 32.905, 48.078], [35.464, 30.140, 52.871], [37.398, 42.936, 51.224], [41.671, 44.397, 47.962], [37.774, 33.477, 53.890], [40.843, 33.104, 44.527], [40.534, 34.279, 47.835]], "forces_ev_per_angstrom": [[-2.2, -0.7, 5.6], [-0.3, -0.1, 0.4], [0.0, 2.6, 3.5], [-1.1, -1.6, -0.6], [-3.0, 0.0, -2.0], [-8.0, 6.9, 2.7], [0.6, -1.3, -2.0], [1.0, 1.0, 1.5], [0.2, -0.7, -0.5], [0.6, -0.9, 2.4], [-1.2, -2.9, 3.2], [1.0, 2.6, 0.1], [-1.3, -0.6, 1.4], [-2.7, -0.7, -1.7], [-0.6, 3.3, -4.9], [-0.7, 0.3, 1.0], [-2.1, 1.4, 2.6], [-2.8, -0.2, 2.1], [1.0, 3.2, 0.3], [0.2, 2.2, 1.3], [5.2, 0.3, -0.4], [2.1, 4.0, 1.8], [-0.8, -2.1, 0.5], [-0.8, -0.7, 0.3], [2.7, 1.1, -2.7], [3.3, 2.3, -0.9], [1.7, 1.6, -0.1], [-3.2, -0.1, 0.6], [3.1, 2.0, 1.9], [0.5, 3.6, 0.9], [-4.3, -0.8, 0.0], [2.8, 1.7, -2.2], [0.8, 4.0, 1.4], [1.4, 4.5, 5.7], [-0.6, 0.3, 0.6], [2.9, -0.5, 0.5], [0.8, 1.9, -0.9], [2.7, 1.1, 1.6], [-3.6, -1.8, -2.0], [1.0, 0.9, -5.1], [0.3, 2.0, 3.8], [0.2, -2.4, -1.2], [-0.7, -3.8, -4.3], [-0.2, -2.2, 1.0], [1.6, -1.0, 0.6], [-0.8, -3.5, -5.9], [0.9, -0.3, -0.5], [0.0, -0.1, 0.4], [0.2, -0.5, 0.2], [0.3, -0.3, -0.5], [-1.8, -0.8, -2.0], [-0.9, -0.6, -1.9], [0.0, 0.5, 0.5], [0.9, -2.0, 0.1], [-1.0, 1.2, 1.8], [1.1, -0.5, -0.1], [0.0, 0.3, 0.2], [0.2, 0.2, -1.1], [0.0, -1.6, -3.6], [1.6, 0.1, -1.8], [0.1, -0.2, 0.1], [0.5, -1.5, -4.1], [5.8, -8.0, -3.4], [2.2, -1.9, 1.2], [-3.5, 0.3, -0.3], [-0.9, -0.5, -0.1], [-4.2, -2.7, 0.2], [0.9, -0.9, 0.3], [1.4, 0.4, 0.0], [-0.6, -1.6, -0.1], [-0.3, 0.0, 3.1], [1.5, 0.0, 0.7], [-3.0, -1.2, -1.6], [0.4, -0.5, 0.8], [0.0, -2.2, -0.9], [-0.5, -2.4, 1.4], [-0.7, 1.3, 3.6], [0.6, -0.3, 0.3], [1.7, -0.1, 0.3], [0.6, 1.6, -2.8], [0.2, -0.2, 0.0], [-0.9, -0.5, 0.6], [0.6, -0.6, -2.8]]}